(1)
# C27H28InN4O4Si

A molecular structure, C27H28InN4O4Si in a non-equilibrium geometry (wB97M-V/def2-TZVPD, OMol25).

Element x y z (Å)
In1 0.0834 -0.9206 -0.4821
O1 7.1528 -0.9060 -0.3846
C1 6.5757 -1.9935 -0.3074
O2 6.9822 -3.1342 -0.0999
C2 5.0185 -1.8670 -0.5090
C3 4.5096 -1.0518 -1.5191
C4 3.1447 -0.9066 -1.6360
N1 2.2911 -1.4699 -0.7832
C5 2.7632 -2.2216 0.2102
C6 4.1171 -2.4792 0.3522
C7 1.7557 -2.7101 1.2442
O3 2.0361 -3.6615 1.9513
O4 0.6745 -2.0282 1.3337
H1 5.1828 -0.5249 -2.1810
H2 2.6862 -0.3016 -2.4176
H3 4.4560 -3.1245 1.1481
C8 4.0316 1.7541 3.1836
C9 2.8896 0.9913 3.3644
C10 1.9113 0.9665 2.3864
C11 2.0471 1.7127 1.2189
C12 3.1923 2.4886 1.0628
C13 4.1765 2.5120 2.0340
Si1 0.7489 1.5902 -0.1649
C14 -0.7620 2.6707 0.2366
C15 -1.5779 2.3823 1.3250
C16 -2.7328 3.1025 1.5679
C17 -3.0889 4.1487 0.7328
C18 -2.2796 4.4599 -0.3455
C19 -1.1365 3.7223 -0.5904
H4 4.8150 1.7451 3.9282
H5 2.7624 0.4108 4.2673
H6 1.0342 0.3433 2.5256
H7 3.3136 3.0784 0.1646
H8 5.0593 3.1201 1.8967
H9 1.3383 2.2714 -1.3519
H10 -1.2983 1.5735 1.9913
H11 -3.3597 2.8571 2.4136
H12 -3.9884 4.7192 0.9200
H13 -2.5428 5.2823 -0.9952
H14 -0.5156 3.9667 -1.4394
N2 -5.0104 0.8902 0.5383
C20 -4.1891 0.9909 -0.5360
C21 -2.9201 0.3932 -0.5389
N3 -2.1127 0.4729 -1.5769
C22 -2.5459 1.1623 -2.6326
C23 -3.7842 1.7734 -2.6238
N4 -4.6178 1.6877 -1.5902
H15 -4.7487 0.2756 1.2862
H16 -5.9710 1.1596 0.4297
H17 -2.5564 -0.1698 0.3136
H18 -1.8803 1.2013 -3.4815
H19 -4.1445 2.3406 -3.4728
C24 -2.4374 -3.2174 0.4560
C25 -2.3254 -2.9876 -1.0482
C26 -2.8844 -4.1963 -1.8031
C27 -0.8898 -2.7246 -1.4678
H20 -3.4793 -3.2271 0.7768
H21 -1.9025 -2.4326 0.9929
H22 -1.9859 -4.1683 0.7316
H23 -2.9359 -2.1162 -1.3203
H24 -2.3526 -5.1005 -1.5173
H25 -2.7823 -4.0628 -2.8778
H26 -3.9391 -4.3361 -1.5783
H27 -0.8303 -2.6265 -2.5537
H28 -0.2399 -3.5477 -1.1613

- Energy relative to the best compared isomer or geometry (same formula, charge and spin): 38.4 kcal/mol
- 2S+1: 1
- Energy: -2045.4182 Ha
- Frontier orbital gap: 7.0080 eV
- Total charge: -1

---

(2)
# C27H28MoN7O6P2

A molecular structure, C27H28MoN7O6P2 (wB97M-V/def2-TZVPD, OMol25).

Element x y z (Å)
Mo1 0.3094 0.7285 0.3837
C1 -2.6988 -0.4811 -1.6848
C2 -2.3420 0.8215 -1.0366
C3 -3.2360 1.4378 -0.1504
C4 -2.9765 2.6884 0.3777
C5 -1.7875 3.3542 0.0751
C6 -0.8825 2.7831 -0.8094
C7 -1.1705 1.5226 -1.3834
H1 -2.9746 -1.2268 -0.9368
H2 -1.8865 -0.8688 -2.3004
H3 -3.5671 -0.3473 -2.3327
H4 -4.1627 0.9329 0.0953
H5 -3.7044 3.1584 1.0264
H6 -1.5963 4.3444 0.4681
H7 -0.0216 3.3501 -1.1381
H8 -0.5948 1.1816 -2.2332
C8 3.3047 2.7657 -2.2377
C9 2.5532 2.3974 -1.1197
N1 1.8082 1.2953 -1.1486
C10 1.8168 0.5459 -2.2771
C11 2.5579 0.9490 -3.3756
N2 3.2906 2.0575 -3.3527
C12 1.0887 -0.7224 -2.1487
C13 0.9788 -1.7300 -3.0735
C14 0.4266 -2.9717 -2.6887
C15 0.1613 -3.1757 -1.3250
C16 0.3129 -2.1328 -0.4412
N3 0.6202 -0.8961 -0.8894
C17 0.4322 -2.2003 1.0214
C18 0.3423 -3.3417 1.7901
N4 0.7569 -3.3657 3.0583
C19 1.2876 -2.2666 3.5473
C20 1.3402 -1.0727 2.8119
N5 0.8917 -1.0436 1.5686
C21 0.2308 -4.0373 -3.6758
C22 -0.0963 -3.7088 -4.9926
C23 -0.3050 -4.7396 -5.8989
N6 -0.1823 -6.0203 -5.5744
C24 0.1450 -6.3339 -4.3268
C25 0.3492 -5.3835 -3.3356
H9 3.9188 3.6578 -2.2127
H10 2.5513 2.9809 -0.2099
H11 2.5760 0.3686 -4.2905
H12 1.3697 -1.6085 -4.0739
H13 -0.1229 -4.1569 -0.9713
H14 -0.0598 -4.2635 1.3869
H15 1.6782 -2.2952 4.5572
H16 1.7610 -0.1697 3.2310
H17 -0.2289 -2.6821 -5.3087
H18 -0.5786 -4.5261 -6.9257
H19 0.2480 -7.3904 -4.1083
H20 0.6391 -5.7035 -2.3435
N7 0.1846 2.2221 5.2285
C26 -0.2427 2.5204 3.7899
C27 -1.0409 3.8277 3.7753
P1 1.3956 2.6919 2.8819
O1 1.4121 4.1402 2.2491
O2 2.4356 2.3910 3.8721
O3 1.3900 1.8040 1.5985
P2 -1.2583 1.0308 3.3108
O4 -2.7606 1.4811 3.4766
O5 -0.8276 -0.0654 4.1955
O6 -1.1030 0.8453 1.7819
H21 1.2128 2.3411 5.2919
H22 -0.0425 1.2360 5.4420
H23 -0.2837 2.8324 5.8992
H24 -0.4364 4.6594 4.1389
H25 -1.9380 3.7369 4.3867
H26 -1.3513 4.0700 2.7612
H27 1.9558 4.7926 2.7199
H28 -3.2731 0.9836 4.1335

- Energy relative to the best compared isomer or geometry (same formula, charge and spin): 11.7 kcal/mol
- 2S+1: 3
- Energy: -2630.6722 Ha
- Frontier orbital gap (alpha / beta): 5.5257 / 5.4252 eV
- Total charge: +3

---

(3)
# C27H28N2O11P2ReS2Te

A molecular structure, C27H28N2O11P2ReS2Te (wB97M-V/def2-TZVPD, OMol25).

Element x y z (Å)
Re1 0.4882 -0.0487 0.7297
N1 3.4772 1.4175 2.8817
C1 4.0518 0.2446 2.0924
C2 5.5037 0.0206 2.5067
P1 2.9444 -1.1828 2.3622
O1 3.4392 -1.6493 3.7999
O2 1.5524 -0.5807 2.4903
O3 3.1133 -2.2425 1.3160
P2 3.9283 0.9302 0.3628
O4 4.8705 -0.0102 -0.5083
O5 4.4409 2.3108 0.5258
O6 2.5075 0.6743 -0.0773
H1 2.4753 1.5225 2.6929
H2 3.9525 2.2588 2.5184
H3 3.6076 1.3083 3.8885
H4 5.5914 -0.1559 3.5798
H5 6.1158 0.8801 2.2278
H6 5.8920 -0.8582 1.9950
H7 3.0451 -2.4658 4.1285
H8 5.7121 0.4092 -0.7176
C3 -0.1693 -0.8996 -4.7095
S1 -0.2381 -0.7248 -2.9361
O7 0.4851 -2.0116 -2.4929
C4 -1.9693 -1.0643 -2.7335
C5 -2.8637 -0.0344 -2.9936
C6 -4.2238 -0.3057 -2.9473
C7 -4.6645 -1.5839 -2.6208
C8 -3.7525 -2.5901 -2.3222
C9 -2.3888 -2.3372 -2.3815
H9 -0.5293 -1.8922 -4.9749
H10 0.8698 -0.7623 -5.0039
H11 -0.7966 -0.1236 -5.1496
H12 -2.5043 0.9634 -3.2288
H13 -4.9365 0.4792 -3.1627
H14 -5.7264 -1.7936 -2.5877
H15 -4.1018 -3.5762 -2.0440
H16 -1.6583 -3.1088 -2.1575
O8 0.4963 1.9775 1.3742
C10 0.2298 2.3756 0.1839
O9 -0.0775 1.4832 -0.6639
C11 0.3012 3.8048 -0.1856
C12 0.2770 4.1634 -1.5284
C13 0.3581 5.4973 -1.8858
C14 0.4565 6.4397 -0.8817
C15 0.4786 6.1083 0.4580
C16 0.4026 4.7718 0.8064
N2 0.5446 7.8685 -1.2582
O10 0.6355 8.6740 -0.3596
O11 0.4799 8.1366 -2.4364
H17 0.2059 3.3907 -2.2821
H18 0.3497 5.8167 -2.9175
H19 0.5533 6.8903 1.1991
H20 0.4106 4.4719 1.8452
Te1 1.6153 -2.0430 -0.5469
C17 0.6174 -3.8221 -0.2217
C18 -0.4710 -4.0764 0.5646
C19 -0.8931 -5.4278 0.4865
C20 -0.1171 -6.1657 -0.3607
S2 1.1197 -5.2331 -1.0639
H21 -0.9502 -3.3241 1.1735
H22 -1.7312 -5.8347 1.0359
H23 -0.2159 -7.2133 -0.6041
C21 -1.0482 -0.7281 1.1512
C22 -2.3323 -1.2342 1.5645
C23 -3.4551 -1.0405 0.7625
C24 -4.6938 -1.4962 1.1819
C25 -4.8215 -2.1530 2.3982
C26 -3.7046 -2.3501 3.2019
C27 -2.4657 -1.8902 2.7914
H24 -3.3447 -0.5269 -0.1840
H25 -5.5653 -1.3366 0.5585
H26 -5.7902 -2.5095 2.7227
H27 -3.8043 -2.8556 4.1542
H28 -1.5911 -2.0259 3.4176

- Energy relative to the best compared isomer or geometry (same formula, charge and spin): 0.0 kcal/mol
- 2S+1: 1
- Energy: -3808.1621 Ha
- Frontier orbital gap: 7.7015 eV
- Total charge: +1

---

(4)
# C27H28N2P2SSn

A molecular structure, C27H28N2P2SSn in a non-equilibrium geometry (wB97M-V/def2-TZVPD, OMol25).

Element x y z (Å)
Sn1 2.7256 0.8194 -0.0102
C1 -0.5517 1.7295 1.6215
C2 -1.0662 0.9944 0.3735
P1 0.2935 0.8001 -0.8797
C3 0.0766 2.3190 -1.8312
C4 0.5230 2.2227 -3.1573
C5 0.0327 3.1364 -4.0470
C6 -0.9211 4.0780 -3.6864
C7 -1.1769 4.3246 -2.3183
C8 -0.6435 3.4812 -1.3362
C9 -0.1326 -0.5837 -1.9417
C10 0.3585 -1.9112 -1.7199
C11 0.3489 -2.8543 -2.7560
C12 -0.3408 -2.5754 -3.9225
C13 -1.0178 -1.3592 -4.0763
C14 -0.9553 -0.3548 -3.0821
P2 -0.8338 1.0273 3.2574
C15 -2.5499 0.4470 3.3433
C16 -2.9259 -0.3865 4.4136
C17 -4.2662 -0.7876 4.5564
C18 -5.1800 -0.5075 3.5606
C19 -4.8541 0.4365 2.5888
C20 -3.5711 0.9354 2.4921
C21 0.2417 -0.4124 2.9944
C22 -0.3277 -1.6799 2.5895
C23 0.4877 -2.6714 2.1466
C24 1.8974 -2.5568 2.2811
C25 2.4462 -1.4142 2.8304
C26 1.6528 -0.3330 3.2294
H1 -0.9587 2.7447 1.6574
H2 0.5541 1.8647 1.5781
H3 -1.9015 1.5225 -0.0761
H4 -1.3762 -0.0424 0.5693
H5 1.2565 1.4640 -3.4883
H6 0.2375 3.0810 -5.1129
H7 -1.4396 4.5889 -4.4551
H8 -1.7222 5.2508 -2.0554
H9 -0.8682 3.6018 -0.2685
H10 0.9239 -2.1243 -0.8167
H11 0.8787 -3.8167 -2.6652
H12 -0.3670 -3.3404 -4.6923
H13 -1.6515 -1.2004 -4.9728
H14 -1.4844 0.5875 -3.2393
H15 -2.1092 -0.6193 5.1043
H16 -4.5696 -1.4370 5.3680
H17 -6.1949 -0.9635 3.5591
H18 -5.5741 0.6731 1.8297
H19 -3.2632 1.5598 1.6486
H20 -1.4104 -1.8111 2.5903
H21 0.0808 -3.5830 1.7021
H22 2.5369 -3.3332 1.9165
H23 3.4997 -1.2073 2.8777
H24 2.1592 0.4841 3.7506
N1 5.8777 -1.3444 -2.3576
C27 4.9612 -1.3249 -1.3284
N2 5.4092 -1.5158 -0.0382
S1 3.2950 -1.1125 -1.6880
H25 6.8892 -1.2860 -2.1314
H26 5.5258 -0.9313 -3.2156
H27 6.3088 -1.1336 0.2375
H28 4.7262 -1.6594 0.6991

- Energy relative to the best compared isomer or geometry (same formula, charge and spin): 26.1 kcal/mol
- 2S+1: 1
- Energy: -2449.8094 Ha
- Frontier orbital gap: 4.8790 eV
- Total charge: +2

---

(5)
# C27H28N6O2S

C27H28N6O2S in the gas phase in a non-equilibrium geometry (wB97M-V/def2-TZVPD, OMol25).

Element x y z (Å)
C1 1.1435 5.8782 -3.4958
C2 0.7328 4.6376 -2.7670
C3 -0.4924 4.0283 -3.0717
C4 -0.8936 2.8879 -2.4241
C5 -0.0825 2.3044 -1.4421
C6 -0.4071 1.0846 -0.7847
C7 0.4405 0.5236 0.1068
C8 0.1518 -0.8345 0.7083
C9 -1.0097 -0.6347 1.6148
N1 -2.2870 -0.6360 1.3003
N2 -2.9438 -0.3326 2.4110
N3 -2.1500 -0.1386 3.3783
N4 -0.9051 -0.3090 2.9279
C10 0.2703 -0.2221 3.7635
C11 0.0217 0.7195 4.9574
C12 0.1690 -0.1438 6.2160
C13 -0.1395 -1.5559 5.7293
C14 0.5711 -1.6001 4.3810
N5 -0.1173 -1.7842 -0.3587
C15 -0.6386 -3.0666 0.0957
C16 -1.2675 -3.7780 -1.0536
C17 -2.4573 -3.5673 -1.6847
C18 -2.5121 -4.5008 -2.7484
C19 -1.3520 -5.2064 -2.6859
O1 -0.5891 -4.7747 -1.6660
C20 1.0325 -1.9258 -1.2459
C21 0.9254 -1.0084 -2.4210
C22 -0.1228 -0.8702 -3.2756
C23 0.1015 0.1030 -4.2757
C24 1.3202 0.6869 -4.1726
S1 2.2210 0.0608 -2.8465
C25 1.6640 1.1929 0.5163
O2 2.4166 0.7983 1.3969
N6 1.9326 2.3580 -0.1598
C26 1.1448 2.9187 -1.1278
C27 1.5381 4.0795 -1.7953
H1 0.4267 6.6772 -3.3107
H2 1.1639 5.6957 -4.5693
H3 2.1275 6.2132 -3.1794
H4 -1.1204 4.4691 -3.8315
H5 -1.8339 2.4165 -2.6653
H6 -1.3275 0.5750 -1.0283
H7 1.0289 -1.1406 1.3110
H8 1.0927 0.1264 3.1336
H9 0.7225 1.5524 4.9512
H10 -0.9905 1.1169 4.8917
H11 -0.4985 0.1796 7.0119
H12 1.1945 -0.0991 6.5860
H13 0.2102 -2.3273 6.4131
H14 -1.2148 -1.6714 5.5856
H15 0.2292 -2.4165 3.7439
H16 1.6472 -1.7001 4.5243
H17 -1.4111 -2.8708 0.8401
H18 0.1436 -3.7041 0.5422
H19 -3.1944 -2.8407 -1.4128
H20 -3.3055 -4.6283 -3.4561
H21 -0.9651 -6.0099 -3.2805
H22 1.0621 -2.9564 -1.6127
H23 1.9785 -1.7352 -0.7154
H24 -1.0266 -1.4442 -3.1807
H25 -0.6139 0.3516 -5.0390
H26 1.7564 1.4460 -4.7902
H27 2.8029 2.8175 0.0823
H28 2.4859 4.5353 -1.5456

- 2S+1: 1
- Energy: -1922.8637 Ha
- Frontier orbital gap: 8.3331 eV
- SMILES: Cc1ccc2cc([C@@H](c3nnnn3C3CCCC3)N(Cc3ccco3)Cc3cccs3)c(=O)[nH]c2c1

---

(6)
# C27H29BCl5N7OOs

A molecular structure, C27H29BCl5N7OOs in a non-equilibrium geometry (wB97M-V/def2-TZVPD, OMol25).

Element x y z (Å)
Os1 -0.0302 0.1384 -0.5752
C1 2.3683 -2.4466 0.1323
C2 1.0473 -2.4468 0.8245
C3 0.5998 -3.3056 1.8217
C4 -0.7346 -2.9869 2.0402
C5 -1.7165 -3.6000 2.9764
N1 -1.0432 -1.9737 1.2209
N2 0.0385 -1.6232 0.4809
B1 -2.3806 -1.3448 0.7861
N3 -2.3154 0.1424 1.1780
N4 -1.5098 0.9709 0.4393
C6 -1.7778 2.2383 0.8643
C7 -1.2172 3.5296 0.3655
C8 -2.7292 2.1840 1.8619
C9 -3.0645 0.8450 2.0236
C10 -4.0633 0.2206 2.9334
N5 -2.4768 -1.4018 -0.7612
N6 -1.5346 -0.7745 -1.5446
C11 -1.8239 -1.0775 -2.8330
C12 -0.9888 -0.6279 -3.9762
C13 -2.9719 -1.8448 -2.8681
C14 -3.3577 -2.0347 -1.5448
C15 -4.5109 -2.8093 -1.0128
H1 2.5705 -3.4409 -0.2651
H2 2.4009 -1.7467 -0.7023
H3 3.1815 -2.2051 0.8182
H4 1.1579 -4.0952 2.2960
H5 -1.2062 -4.2823 3.6512
H6 -2.2229 -2.8386 3.5686
H7 -2.4776 -4.1636 2.4351
H8 -3.2922 -1.9279 1.2769
H9 -1.3267 3.6551 -0.7125
H10 -1.7888 4.3414 0.8084
H11 -0.1754 3.6762 0.6647
H12 -3.1563 3.0265 2.3790
H13 -4.4630 0.9730 3.6086
H14 -4.8916 -0.2095 2.3697
H15 -3.6149 -0.5750 3.5276
H16 -0.0830 -0.1467 -3.6256
H17 -0.6976 -1.4815 -4.5875
H18 -1.5357 0.0640 -4.6182
H19 -3.4694 -2.2282 -3.7426
H20 -5.0680 -3.2462 -1.8374
H21 -4.1759 -3.6122 -0.3565
H22 -5.1826 -2.1685 -0.4415
Cl1 5.5963 0.6233 4.4252
C16 4.4701 0.6213 3.1820
C17 3.0852 0.7133 3.4921
Cl2 2.5984 0.8050 5.1186
C18 2.1522 0.7287 2.4819
Cl3 0.4949 0.8865 2.8364
C19 2.5693 0.6211 1.1181
O1 1.7653 0.6067 0.1183
C20 3.9807 0.5312 0.8260
Cl4 4.4411 0.4063 -0.8001
C21 4.9097 0.5366 1.8380
Cl5 6.5723 0.4367 1.4950
N7 0.2273 1.8817 -1.8570
C22 1.5732 2.1932 -2.3509
C23 2.2572 3.2304 -1.7331
C24 3.5149 3.5911 -2.1907
C25 4.0852 2.9156 -3.2609
C26 3.4006 1.8696 -3.8588
C27 2.1396 1.4995 -3.4060
H23 -0.0565 2.6910 -1.3145
H24 -0.4191 1.8335 -2.6413
H25 1.8028 3.7754 -0.9124
H26 4.0426 4.4086 -1.7180
H27 5.0524 3.2171 -3.6391
H28 3.8408 1.3384 -4.6921
H29 1.6134 0.6993 -3.9047

- Energy relative to the best compared isomer or geometry (same formula, charge and spin): 12.5 kcal/mol
- 2S+1: 1
- Energy: -3920.8674 Ha
- Frontier orbital gap (alpha / beta): 4.8765 / 4.6001 eV
- Total charge: +2

---

(7)
# C27H29BrFeN5O3S2Si

A molecular structure, C27H29BrFeN5O3S2Si (wB97M-V/def2-TZVPD, OMol25).

Element x y z (Å)
Fe1 -0.7773 -0.0099 -0.5733
Br1 0.9922 3.3660 0.8087
C1 -0.0825 3.4856 -0.7545
C2 0.0561 4.6069 -1.5518
C3 -0.7551 4.6969 -2.6690
C4 -1.6672 3.6911 -2.9210
C5 -1.7155 2.6059 -2.0671
N1 -0.9183 2.4905 -0.9953
C6 -2.6608 1.4482 -2.3551
O1 -3.6713 1.7041 -2.9964
O2 -2.2963 0.3148 -1.8888
H1 0.7875 5.3630 -1.3077
H2 -0.6701 5.5495 -3.3333
H3 -2.3354 3.7102 -3.7731
S1 -2.6640 -2.5942 1.7957
C7 -1.9533 -2.9674 0.3088
N2 -1.2129 -2.2237 -0.5136
C8 -0.7541 -2.9430 -1.6258
C9 0.0998 -2.4578 -2.6182
C10 0.4832 -3.2904 -3.6571
C11 0.0373 -4.6105 -3.7223
C12 -0.7925 -5.1139 -2.7324
C13 -1.1726 -4.2759 -1.6919
S2 -2.1541 -4.6240 -0.3067
H4 0.4810 -1.4481 -2.5407
H5 1.1451 -2.9121 -4.4279
H6 0.3574 -5.2480 -4.5381
H7 -1.1365 -6.1417 -2.7625
N3 -1.2074 0.4601 1.4519
C14 -1.6148 0.1846 2.4901
N4 -2.0702 -0.0720 3.7053
C15 -1.3660 -1.0126 4.5836
C16 -1.5905 -0.5517 6.0077
O3 -2.9809 -0.4506 6.3052
C17 -3.6373 0.4666 5.4370
C18 -3.5053 0.0346 3.9926
H8 -0.3077 -1.0181 4.3358
H9 -1.7689 -2.0172 4.4404
H10 -1.1087 0.4220 6.1541
H11 -1.1728 -1.2682 6.7115
H12 -3.1989 1.4639 5.5526
H13 -4.6828 0.4968 5.7360
H14 -3.9575 0.7646 3.3261
H15 -3.9836 -0.9345 3.8385
C19 1.6212 -2.2672 0.9124
Si1 2.2877 -0.5748 0.4782
C20 2.3078 0.3700 2.1103
C21 4.0828 -0.7645 -0.0715
N5 1.3047 0.1193 -0.7498
C22 1.8156 1.0074 -1.6927
C23 1.2614 1.1166 -2.9881
C24 1.7884 1.9772 -3.9391
C25 2.8856 2.7836 -3.6504
C26 3.4389 2.7123 -2.3783
C27 2.9216 1.8470 -1.4228
H16 2.2487 -2.7481 1.6759
H17 1.5744 -2.9245 0.0381
H18 0.6047 -2.1835 1.3187
H19 2.8085 -0.2302 2.8828
H20 1.2796 0.5680 2.4404
H21 2.8239 1.3343 2.0308
H22 4.4862 -1.7211 0.2843
H23 4.7167 0.0364 0.3291
H24 4.1704 -0.7425 -1.1644
H25 0.3959 0.5101 -3.2348
H26 1.3373 2.0191 -4.9257
H27 3.2902 3.4632 -4.3927
H28 4.2858 3.3423 -2.1189
H29 3.3657 1.8093 -0.4297

- 2S+1: 5
- Energy: -6469.6002 Ha
- Frontier orbital gap (alpha / beta): 7.0216 / 7.0480 eV
- Total charge: -1